No. 1
{
  "formula": "C34H68B2Cl17O5",
  "method": "ωB97M-V/def2-TZVPD",
  "elements": ["C", "C", "B", "B", "O", "O", "C", "C", "O", "C", "C", "Cl", "C", "C", "C", "C", "C", "C", "C", "C", "C", "C", "C", "O", "C", "O", "H", "H", "H", "H", "H", "H", "H", "H", "H", "H", "H", "H", "H", "H", "H", "H", "H", "H", "H", "H", "H", "H", "H", "H", "H", "H", "H", "H", "H", "H", "H", "H", "H", "H", "H", "H", "Cl", "C", "C", "Cl", "H", "H", "H", "H", "Cl", "C", "C", "Cl", "H", "H", "H", "H", "Cl", "C", "C", "Cl", "H", "H", "H", "H", "Cl", "C", "C", "Cl", "H", "H", "H", "H", "Cl", "C", "C", "Cl", "H", "H", "H", "H", "Cl", "C", "C", "Cl", "H", "H", "H", "H", "Cl", "C", "C", "Cl", "H", "H", "H", "H", "Cl", "C", "C", "Cl", "H", "H", "H", "H"],
  "coordinates": [[3.134, -3.292, 0.823], [2.407, -2.349, 0.244], [1.179, -2.581, -0.765], [1.641, -1.978, -2.341], [1.281, -0.666, -2.743], [2.421, -2.677, -3.238], [2.615, -2.220, -4.564], [3.487, -3.230, -5.310], [0.602, -3.961, -0.767], [-0.635, -3.908, -0.141], [-1.116, -2.479, -0.325], [-1.806, -2.371, -2.122], [-2.183, -2.038, 0.663], [-3.048, -0.794, 0.362], [-2.328, 0.343, -0.393], [-2.012, 1.613, 0.416], [-0.549, 1.998, 0.187], [-0.098, 3.355, 0.750], [0.683, 4.230, -0.245], [2.179, 3.895, -0.428], [2.553, 2.411, -0.362], [4.019, 2.158, -0.750], [4.946, 1.901, 0.440], [4.989, 0.523, 0.773], [6.142, -0.144, 0.324], [-0.013, -1.725, -0.259], [4.032, -3.059, 1.393], [2.872, -4.343, 0.744], [2.728, -1.319, 0.425], [0.330, -0.585, -2.919], [1.643, -2.120, -5.061], [3.069, -1.226, -4.572], [4.038, -3.833, -4.588], [4.216, -2.728, -5.954], [2.898, -3.903, -5.937], [-1.309, -4.652, -0.576], [-0.575, -4.054, 0.953], [-2.837, -2.890, 0.872], [-1.598, -1.855, 1.569], [-3.361, -0.408, 1.341], [-3.983, -1.076, -0.127], [-2.898, 0.607, -1.287], [-1.374, -0.040, -0.747], [-2.184, 1.438, 1.487], [-2.665, 2.444, 0.123], [-0.363, 1.971, -0.892], [0.064, 1.189, 0.596], [-0.980, 3.909, 1.093], [0.531, 3.203, 1.635], [0.620, 5.271, 0.096], [0.178, 4.202, -1.217], [2.762, 4.454, 0.311], [2.506, 4.266, -1.406], [2.394, 2.030, 0.654], [1.902, 1.825, -1.013], [4.058, 1.266, -1.383], [4.410, 2.992, -1.344], [5.953, 2.287, 0.240], [4.582, 2.435, 1.328], [6.397, 0.133, -0.708], [5.928, -1.212, 0.347], [7.011, 0.068, 0.965], [-6.390, -2.500, -1.034], [-6.479, -3.032, -2.732], [-5.380, -2.422, -3.564], [-5.602, -0.663, -3.782], [-7.466, -2.771, -3.105], [-6.375, -4.116, -2.731], [-5.388, -2.869, -4.556], [-4.406, -2.575, -3.105], [-7.399, -6.673, -1.745], [-8.159, -5.803, -0.383], [-9.615, -5.511, -0.642], [-9.812, -4.313, -1.950], [-7.595, -4.886, -0.231], [-8.066, -6.438, 0.496], [-10.058, -5.087, 0.255], [-10.163, -6.406, -0.927], [1.780, 0.300, -6.894], [1.575, -0.945, -8.146], [2.845, -1.198, -8.917], [3.295, 0.182, -9.960], [0.767, -0.633, -8.802], [1.288, -1.863, -7.632], [2.710, -2.057, -9.572], [3.678, -1.385, -8.244], [3.148, 7.297, 0.713], [2.632, 7.602, 2.391], [3.270, 6.642, 3.360], [2.657, 4.977, 3.150], [1.548, 7.527, 2.419], [2.930, 8.619, 2.640], [3.035, 6.921, 4.384], [4.349, 6.611, 3.228], [2.993, -3.070, 5.600], [2.837, -1.953, 4.208], [1.413, -1.517, 3.984], [0.406, -2.845, 3.372], [3.218, -2.462, 3.327], [3.457, -1.087, 4.432], [1.406, -0.746, 3.213], [0.959, -1.128, 4.893], [-11.295, -5.786, 2.577], [-12.390, -4.389, 2.382], [-13.120, -4.060, 3.658], [-14.300, -5.321, 4.104], [-13.083, -4.628, 1.579], [-11.775, -3.540, 2.086], [-13.676, -3.133, 3.525], [-12.429, -3.949, 4.489], [1.103, 4.166, 9.236], [1.067, 3.887, 7.472], [2.335, 4.333, 6.795], [2.521, 6.113, 6.828], [0.202, 4.414, 7.077], [0.937, 2.817, 7.320], [2.315, 4.043, 5.746], [3.214, 3.910, 7.274], [7.866, 4.004, -1.258], [8.495, 5.328, -0.247], [8.481, 4.983, 1.222], [6.826, 4.871, 1.875], [7.893, 6.210, -0.448], [9.520, 5.511, -0.563], [8.994, 5.763, 1.781], [8.969, 4.029, 1.404]],
  "atomic_forces_ev_per_a": [[0.35, -0.36, 0.23], [-0.30, 0.33, -0.08], [0.12, 0.20, -0.22], [-0.32, 0.18, 0.17], [-0.22, -0.20, -0.66], [0.06, -0.14, 0.07], [0.00, 0.01, -0.04], [0.07, 0.09, -0.11], [0.18, 0.08, 0.15], [-0.01, -0.25, -0.33], [0.39, 0.39, 0.66], [-0.41, -0.10, -0.35], [-0.26, 0.17, -0.10], [0.07, 0.13, 0.31], [-0.09, -0.08, -0.01], [0.12, -0.01, 0.05], [0.12, -0.03, 0.02], [0.12, -0.03, 0.02], [0.07, 0.11, 0.10], [-0.12, -0.13, -0.02], [0.03, 0.03, -0.02], [0.03, -0.18, 0.03], [-0.03, 0.30, -0.03], [-0.02, 0.00, 0.27], [-0.01, -0.05, -0.16], [-0.08, -0.12, -0.13], [0.02, -0.04, 0.09], [0.04, -0.01, -0.13], [0.05, 0.04, -0.13], [0.31, 0.01, 0.55], [0.05, 0.08, 0.04], [0.01, -0.06, 0.08], [0.00, 0.04, -0.01], [-0.05, -0.02, 0.00], [0.00, -0.04, 0.11], [-0.08, 0.04, 0.13], [0.03, -0.12, -0.04], [-0.03, 0.01, -0.03], [-0.07, -0.05, -0.02], [-0.07, -0.03, -0.06], [0.25, -0.09, -0.22], [0.01, -0.01, 0.04], [-0.05, -0.04, -0.10], [0.01, 0.06, -0.06], [0.01, -0.04, 0.06], [-0.04, 0.05, 0.02], [0.02, 0.00, -0.10], [0.04, 0.01, -0.05], [-0.12, 0.04, 0.04], [0.03, -0.01, -0.09], [-0.02, -0.09, 0.05], [0.01, -0.13, 0.00], [-0.06, 0.09, 0.05], [-0.08, -0.04, -0.08], [0.00, 0.04, -0.01], [0.12, 0.07, -0.02], [-0.08, 0.00, 0.04], [0.00, -0.15, 0.01], [-0.01, -0.02, -0.07], [-0.04, -0.03, 0.05], [0.03, 0.01, 0.02], [-0.08, 0.03, -0.05], [-0.06, 0.02, 0.15], [0.05, -0.06, -0.16], [0.05, -0.07, 0.03], [-0.02, 0.01, 0.00], [0.00, 0.03, 0.01], [0.00, 0.02, 0.00], [-0.02, 0.01, 0.00], [0.05, 0.05, 0.02], [0.00, -0.03, 0.00], [-0.01, 0.02, 0.06], [0.14, 0.03, 0.00], [-0.13, 0.03, -0.07], [-0.01, -0.02, 0.00], [0.00, -0.02, -0.01], [0.01, 0.00, -0.03], [0.00, 0.00, -0.02], [-0.01, 0.10, -0.06], [-0.02, -0.07, 0.06], [0.01, -0.03, 0.02], [0.00, 0.01, -0.01], [0.01, 0.02, 0.00], [0.00, 0.00, 0.00], [0.00, 0.00, 0.00], [0.00, 0.01, 0.00], [0.01, 0.04, -0.02], [-0.03, 0.01, 0.02], [0.06, -0.03, 0.01], [0.02, -0.02, -0.04], [0.00, -0.01, -0.01], [0.01, 0.00, 0.00], [0.00, 0.08, -0.04], [0.00, -0.02, -0.01], [0.00, 0.00, 0.02], [0.02, 0.03, -0.03], [0.10, 0.11, -0.18], [-0.16, -0.10, 0.18], [-0.01, 0.00, 0.03], [0.00, 0.00, -0.01], [0.01, -0.01, -0.01], [-0.02, -0.04, 0.01], [-0.04, -0.02, 0.08], [0.02, 0.02, -0.04], [0.01, 0.02, 0.01], [0.00, 0.00, 0.00], [0.00, -0.01, 0.01], [0.01, 0.00, 0.01], [-0.01, 0.00, 0.00], [0.00, -0.01, 0.00], [0.00, 0.00, -0.01], [-0.02, -0.01, -0.01], [0.03, -0.04, -0.06], [-0.02, -0.01, 0.11], [0.00, 0.00, 0.00], [0.00, 0.00, 0.01], [-0.01, 0.02, 0.02], [-0.01, 0.01, 0.02], [-0.01, 0.00, 0.00], [-0.01, 0.02, 0.00], [0.02, 0.00, 0.01], [-0.03, 0.01, -0.01], [-0.01, -0.01, 0.00], [0.00, 0.00, 0.00], [0.00, 0.00, 0.00], [-0.02, -0.01, 0.00]],
  "lumo_ev": 1.659,
  "homo_lumo_gap_ev": 5.904,
  "molar_mass_g_mol": 1181.2,
  "total_energy_ha": -9585.6689,
  "multiplicity": 1,
  "total_charge": -1
}

=====

No. 2
{
  "formula": "C50H43BaIN4P",
  "method": "ωB97M-V/def2-TZVPD",
  "elements": ["Ba", "C", "C", "C", "C", "C", "C", "C", "C", "C", "C", "C", "C", "C", "C", "C", "C", "C", "C", "C", "N", "C", "C", "C", "C", "C", "C", "C", "C", "C", "C", "C", "C", "N", "C", "C", "C", "C", "C", "N", "C", "C", "C", "C", "C", "C", "C", "C", "N", "H", "H", "H", "H", "H", "H", "H", "H", "H", "H", "H", "H", "H", "H", "H", "H", "H", "H", "H", "H", "H", "H", "H", "H", "H", "H", "H", "H", "I", "C", "C", "P", "C", "C", "C", "C", "H", "H", "H", "H", "H", "H", "H", "H", "H", "H", "H", "H", "H", "H", "H"],
  "coordinates": [[0.661, -0.761, 0.294], [0.896, 6.717, 1.759], [-0.405, 6.413, 1.660], [-0.793, 5.149, 1.217], [0.111, 4.121, 0.987], [1.454, 4.440, 1.126], [1.896, 5.711, 1.504], [-0.326, 2.726, 0.978], [-0.022, 1.971, 2.237], [-1.178, 1.399, 2.847], [-0.628, 0.345, 3.568], [0.728, 0.380, 3.283], [1.583, -0.645, 3.576], [3.070, -0.489, 3.841], [3.575, 0.711, 4.394], [5.007, 0.841, 4.555], [5.800, -0.227, 4.213], [5.247, -1.471, 3.752], [3.887, -1.559, 3.558], [1.026, -1.973, 3.462], [0.130, -2.116, 2.413], [-0.297, -3.426, 2.473], [-1.355, -3.906, 1.622], [-2.067, -5.089, 2.087], [-3.139, -4.936, 2.879], [-3.823, -6.071, 3.389], [-3.310, -7.299, 3.170], [-2.157, -7.489, 2.427], [-1.459, -6.400, 2.013], [-2.023, -3.155, 0.582], [-3.333, -3.432, -0.014], [-3.553, -2.521, -0.915], [-2.462, -1.685, -0.996], [-1.531, -2.115, -0.159], [-2.583, -0.451, -1.749], [-2.029, 0.728, -1.271], [-2.213, 1.983, -1.880], [-1.624, 2.877, -1.065], [-1.216, 2.232, 0.120], [-1.501, 0.878, -0.002], [-3.541, -0.408, -2.833], [-3.301, -1.209, -3.956], [-4.206, -1.289, -5.009], [-5.343, -0.501, -5.052], [-5.603, 0.332, -3.912], [-4.704, 0.405, -2.834], [0.308, -4.038, 3.597], [1.146, -3.154, 4.148], [1.126, 1.531, 2.601], [1.158, 7.702, 2.072], [-1.154, 7.093, 1.967], [-1.841, 4.850, 1.336], [2.210, 3.654, 0.969], [2.943, 5.823, 1.517], [-2.249, 1.509, 2.728], [-1.183, -0.313, 4.181], [2.858, 1.389, 4.879], [5.403, 1.826, 4.900], [6.901, -0.213, 4.181], [5.902, -2.349, 3.517], [3.568, -2.499, 3.113], [-3.553, -3.941, 3.051], [-4.619, -5.934, 4.083], [-3.822, -8.169, 3.608], [-1.665, -8.481, 2.313], [-0.531, -6.436, 1.415], [-3.917, -4.161, 0.411], [-4.402, -2.567, -1.550], [-2.508, 2.159, -2.894], [-1.361, 3.918, -1.173], [-2.436, -1.865, -4.023], [-4.010, -1.984, -5.792], [-6.092, -0.589, -5.838], [-6.579, 0.786, -3.793], [-5.031, 0.915, -1.990], [0.023, -4.998, 3.885], [1.749, -3.370, 5.024], [3.778, -1.461, -0.636], [0.297, 0.427, -3.258], [1.813, 0.392, -3.665], [2.579, 1.883, -2.853], [1.735, 3.249, -3.831], [1.776, 3.140, -5.368], [4.184, 1.759, -3.709], [5.149, 2.922, -3.468], [-0.244, -0.447, -3.257], [-0.304, 1.090, -3.710], [0.219, 0.728, -2.173], [1.993, 0.306, -4.776], [2.241, -0.548, -3.314], [2.254, 4.238, -3.560], [0.696, 3.177, -3.539], [2.737, 3.342, -5.746], [1.047, 3.778, -5.855], [1.577, 2.123, -5.715], [4.073, 1.573, -4.785], [4.448, 0.780, -3.325], [4.629, 3.792, -3.095], [5.725, 3.294, -4.412], [5.910, 2.633, -2.733]],
  "atomic_forces_ev_per_a": [[0.31, 0.90, -0.06], [3.15, -0.79, -0.06], [-1.03, -1.44, -0.85], [-1.00, -0.57, 0.88], [-0.03, 0.90, 0.50], [1.56, 0.13, 0.01], [-2.86, -0.17, -0.62], [0.87, 1.27, 2.37], [-2.75, 2.04, -3.28], [0.43, -2.40, 1.83], [-2.48, 1.73, -1.42], [2.54, -0.07, 1.71], [2.04, -0.94, 0.83], [-2.07, 1.24, 0.23], [1.30, -1.16, 0.56], [-2.07, 0.90, -0.05], [0.77, -1.94, -0.98], [0.95, 0.98, 0.48], [1.42, -1.11, -0.52], [-0.83, 2.01, -1.83], [0.16, -1.55, 0.79], [-0.10, 1.63, -0.52], [-1.18, 2.44, -1.70], [2.35, -1.94, 0.48], [-2.71, -0.26, 0.75], [0.98, 1.70, 0.10], [-0.87, -2.06, 0.35], [1.50, -1.14, 0.38], [-0.19, 2.17, -2.01], [0.90, -1.51, 0.31], [2.20, -1.21, 2.77], [-2.82, -1.07, -1.96], [0.87, 1.87, -0.71], [1.70, 1.40, 0.82], [1.26, -0.63, 1.53], [-1.32, -1.43, 2.81], [0.92, 2.11, -0.77], [-0.38, 1.76, -1.03], [0.53, -2.27, -0.93], [0.05, -0.47, -0.95], [-0.37, 0.33, -1.45], [-0.55, -0.24, -0.10], [-0.14, 0.58, 0.06], [-0.43, 0.74, 1.78], [0.64, -1.03, -0.48], [0.04, -1.93, -2.26], [-1.46, -0.68, -1.67], [1.70, -0.63, 2.29], [0.92, -1.27, -0.10], [0.46, 0.55, 0.25], [-0.68, 0.77, 0.12], [0.22, 0.28, -0.41], [-0.45, 0.36, 0.10], [0.99, 0.72, 0.34], [0.36, 0.63, -0.25], [-0.10, -0.85, 0.41], [0.50, 0.09, -0.77], [-0.19, -1.10, -0.22], [-0.56, 0.46, 0.43], [-0.61, 1.12, 0.21], [-0.57, 0.42, 0.11], [0.18, -0.20, 0.02], [-0.71, 0.07, 0.17], [0.27, 0.35, -0.27], [-0.74, 0.66, 0.10], [-0.48, -0.34, 0.56], [-1.67, -1.63, 0.34], [-0.69, 0.57, -0.40], [-0.35, 0.03, -0.25], [-0.44, 0.14, -0.57], [0.01, 0.23, 0.37], [0.14, -0.35, -0.58], [0.28, 0.03, 0.12], [0.11, 0.32, -0.24], [-0.08, 0.99, 1.50], [0.03, -1.44, 0.72], [-0.01, 0.33, -0.10], [0.18, -0.10, -0.10], [3.49, -0.33, 2.83], [-1.27, -0.21, -0.63], [-0.30, 0.07, -0.72], [1.11, 0.49, -0.58], [-0.77, -0.89, 0.59], [-0.03, 0.00, -0.79], [1.43, 0.01, -1.06], [-0.78, -2.57, -0.44], [-1.77, 2.71, -2.07], [0.36, -0.02, -0.88], [-0.41, 0.52, 0.94], [0.22, 0.25, 0.55], [-1.18, -1.30, 0.06], [-0.24, 0.62, 0.49], [1.29, 0.59, -0.48], [-0.06, 0.28, 0.01], [-0.26, -0.03, 0.14], [-0.30, 0.19, 0.12], [1.02, -0.11, 0.26], [-0.15, 0.32, 0.22], [-1.07, -0.90, 1.47], [-0.13, 0.24, -0.08]],
  "lumo_ev": [1.483, 1.483],
  "homo_lumo_gap_ev": [5.299, 5.301],
  "molar_mass_g_mol": 995.1,
  "total_energy_ha": -2814.6955,
  "e_above_lowest_kcal_mol": 82.3,
  "multiplicity": 1,
  "total_charge": -1
}

=====

What is the formula in the first record? C34H68B2Cl17O5

=====

Which formula does entry 2 have? C50H43BaIN4P

=====

What is the formula in the second record? C50H43BaIN4P